1.
C7H11N3O3 in the gas phase at a distorted geometry. Source: the OMol25 dataset; level of theory: ωB97M-V/def2-TZVPD.

Geometry as XYZ:
```
24
Properties=species:S:1:pos:R:3:forces:R:3:lowdin_charge:R:1
C -3.425 -0.649 0.849 0.67 -0.53 0.27 0.0041
C -2.380 0.058 0.133 0.35 1.06 -1.32 -0.3572
N -2.141 1.231 0.510 0.36 0.46 0.69 0.1258
N -1.102 1.922 -0.002 -0.48 -3.81 -1.20 0.1124
C -0.020 1.286 -0.600 -0.09 3.98 0.86 -0.3777
O 0.872 2.041 -0.926 0.79 0.48 -0.81 0.0747
C 0.247 -0.102 -0.549 2.31 -2.10 0.97 -0.1208
C 1.604 -0.616 -0.120 0.93 -1.31 0.07 -0.3725
C 2.622 -0.301 -1.188 1.41 0.64 0.40 -0.0760
C 2.077 0.085 1.160 -1.37 0.43 -0.74 -0.0534
N -0.583 -1.010 -0.847 -0.92 -1.27 0.66 -0.2167
O -0.469 -2.229 -0.837 -0.34 0.07 -0.47 0.0636
O -1.846 -0.477 -1.078 -1.78 0.29 0.21 0.0735
H -3.081 -0.679 1.878 -0.58 -0.05 0.28 0.0955
H -3.419 -1.636 0.462 -0.78 -1.04 -0.23 0.0805
H -4.317 -0.070 0.704 -0.76 -0.27 0.24 0.0936
H -1.114 2.875 0.177 0.41 1.83 0.12 0.1335
H 1.640 -1.755 0.009 -0.84 1.67 0.01 0.1613
H 2.547 0.837 -1.214 0.81 -1.64 -0.91 0.0899
H 2.445 -0.852 -2.141 0.13 0.74 0.55 0.0950
H 3.617 -0.637 -0.730 -1.09 0.61 -1.03 0.1034
H 2.021 1.193 0.886 1.38 -1.37 0.92 0.1083
H 2.921 -0.473 1.605 0.16 1.17 -0.50 0.0975
H 1.284 -0.040 1.861 -0.69 -0.06 0.96 0.0618
```
Forces are in eV/Å.

Calculated values
- Structure (SMILES): CC1=NNC(=O)C(C(C)C)=[N+]([O-])O1
- 2S+1: 1
- Kohn-Sham gap: 9.495 eV
- E_HOMO: -0.3503 Eh

=====

2.
C7H11N3O3S in the gas phase at a distorted geometry. Source: the OMol25 dataset; level of theory: ωB97M-V/def2-TZVPD.

Geometry as XYZ:
```
25
Properties=species:S:1:pos:R:3:forces:R:3:lowdin_charge:R:1
C 0.731 0.750 0.452 -1.30 0.12 -0.06 -0.3682
C -2.316 -1.909 -0.056 0.99 -0.29 2.34 0.0192
C 0.923 -0.623 0.895 -0.16 0.33 -0.01 -0.2405
C -1.664 -0.836 -0.490 -3.03 1.67 1.39 -0.3865
C 2.110 -1.383 0.456 -0.23 0.19 2.31 -0.0087
C -1.077 -0.494 -1.778 1.31 -0.65 1.20 -0.0729
C 1.861 2.677 -0.384 -1.63 3.28 1.04 -0.0926
N -0.371 1.411 0.371 0.17 0.37 0.72 -0.0068
N -0.505 -1.422 2.699 0.18 -0.54 -1.12 0.3071
N 0.094 -1.176 1.778 0.44 1.70 1.08 0.0027
O -2.407 0.593 1.805 0.57 -0.52 0.72 -0.3163
O -2.671 1.712 -0.297 -0.75 0.61 -1.30 -0.2860
O 1.856 1.348 -0.012 -0.28 -1.94 0.94 -0.0587
S -1.907 0.819 0.487 1.21 -1.84 -0.57 0.6042
H -2.582 -1.971 1.078 0.02 0.20 -2.32 0.0904
H -2.264 -2.852 -0.609 -0.33 0.35 0.05 0.0717
H 2.500 -1.987 1.266 0.79 0.54 0.70 0.0914
H 2.758 -0.658 0.051 1.20 0.21 -0.45 0.0764
H 1.883 -2.158 -0.162 -0.81 -1.77 -2.77 0.0497
H -1.327 0.465 -2.098 -0.60 1.72 -0.45 0.0654
H -1.293 -1.171 -2.547 -0.01 -1.24 -0.98 0.0805
H -0.038 -0.460 -1.466 0.69 -0.13 -1.12 0.0768
H 2.855 2.919 -0.599 1.70 0.11 -0.28 0.0648
H 1.550 3.454 0.445 0.25 -1.89 -1.30 0.1395
H 1.301 2.952 -1.285 -0.37 -0.59 0.25 0.0972
```
Forces are in eV/Å.

Calculated values
- 2S+1: 1
- Kohn-Sham gap: 9.070 eV
- E_HOMO: -0.3322 Eh

=====

3.
2 unconnected molecules or ions with the total composition C7H11N3O7P2 at a distorted geometry. Source: the OMol25 dataset; level of theory: ωB97M-V/def2-TZVPD.

Geometry as XYZ:
```
30
Properties=species:S:1:pos:R:3:forces:R:3:lowdin_charge:R:1
C 1.790 -2.337 2.182 1.01 -1.05 0.63 0.1323
C 1.564 -1.188 1.998 -0.32 0.72 -0.54 -0.2225
N 1.278 0.042 1.569 -0.44 0.49 -0.55 -0.0545
C -0.011 0.370 1.210 -2.67 0.90 -1.97 -0.3002
N -0.333 1.694 0.785 0.80 0.41 2.05 0.0226
C -1.750 1.808 0.407 -0.52 -1.18 0.44 -0.1382
C -2.261 0.364 0.619 0.09 0.37 -2.03 -0.1183
N -1.150 -0.420 1.234 -0.42 0.06 -0.77 -0.0259
C -1.122 -1.620 0.453 0.21 -1.03 1.49 -0.2160
C -0.214 -1.857 -0.450 0.94 -0.32 -1.06 0.0297
P 2.601 1.103 1.509 0.87 0.25 0.43 0.3835
O 2.973 1.476 2.853 0.38 0.43 1.30 -0.2536
O 3.810 0.315 0.810 -0.63 0.26 -0.19 -0.0964
O 2.268 2.370 0.626 0.03 -0.88 -0.55 -0.1022
H 2.287 -3.256 2.284 -0.21 -0.66 0.14 0.0182
H -0.297 2.214 1.669 0.61 0.79 -0.28 0.1157
H -2.300 2.503 1.041 0.37 0.25 0.17 0.0998
H -1.842 2.122 -0.627 -0.02 -0.26 -0.30 0.1032
H -2.324 -0.005 -0.413 -0.08 -0.09 -0.11 0.1122
H -3.266 0.180 0.992 0.22 0.26 0.87 0.1126
H -1.895 -2.352 0.646 0.01 0.00 0.58 0.1078
H -0.044 -2.874 -0.755 -0.43 -0.03 -0.78 0.0693
H 0.370 -1.088 -0.949 0.32 0.04 0.16 0.0707
H 3.975 0.673 -0.068 0.03 -0.23 -0.30 0.0843
H 1.688 2.145 -0.126 -0.36 0.31 0.00 0.0976
O -1.914 -1.730 -3.345 0.15 -0.16 0.61 -0.4393
P -1.140 -0.499 -3.887 0.05 0.01 -0.49 -0.1919
O 0.365 -0.611 -3.515 0.26 -0.25 0.42 -0.4570
O -1.718 0.779 -3.214 -0.24 0.34 0.52 -0.4664
O -1.276 -0.436 -5.421 0.01 0.24 0.07 -0.4774
```
Forces are in eV/Å.

Calculated values
- Charge: -2
- 2S+1: 1
- Kohn-Sham gap: 2.748 eV
- E_HOMO: 0.0602 Eh

=====

4.
C7H11N3S in the gas phase at a distorted geometry. Source: the OMol25 dataset; level of theory: ωB97M-V/def2-TZVPD.

Geometry as XYZ:
```
22
Properties=species:S:1:pos:R:3:forces:R:3:lowdin_charge:R:1
C 2.149 2.063 -0.358 -1.09 -0.13 -1.10 -0.0405
C 1.266 0.881 0.150 -0.09 0.72 -0.36 -0.2876
N 1.672 0.257 1.264 0.76 0.40 0.32 0.0704
N 0.822 -0.723 1.561 0.87 1.01 1.46 -0.2431
C 0.810 -1.223 2.928 1.85 -3.11 -2.04 -0.0096
C -0.187 -0.799 0.728 -1.18 3.01 -4.83 -0.4510
C 0.095 0.292 -0.356 -0.38 -3.56 4.97 -0.1808
N -0.755 0.545 -1.380 -0.54 -0.17 -0.26 0.0104
C -1.988 -0.204 -1.593 -0.27 1.95 1.81 -0.2549
C -1.819 -1.581 -1.135 -1.54 -3.04 1.64 -0.4878
S -1.669 -1.781 0.663 0.84 0.40 0.56 0.9028
H 1.815 2.495 -1.390 0.56 -1.01 1.80 0.0912
H 2.274 2.941 0.317 -0.50 -0.86 -0.17 0.0706
H 3.121 1.594 -0.444 0.41 0.30 -0.38 0.0523
H 1.845 -1.548 3.218 -0.78 -0.32 -0.78 0.1034
H 0.686 -0.518 3.665 -1.54 1.94 1.34 0.0536
H 0.122 -2.094 2.845 0.41 0.65 1.00 0.0861
H -0.363 1.195 -1.999 -0.25 0.74 -1.42 0.1109
H -2.245 -0.347 -2.577 -0.08 0.46 -2.81 0.0881
H -2.883 0.326 -1.152 0.85 -0.66 -0.01 0.1378
H -2.637 -2.342 -1.384 0.77 1.51 0.05 0.1082
H -0.925 -2.024 -1.489 0.93 -0.21 -0.78 0.0696
```
Forces are in eV/Å.

Calculated values
- Structure (SMILES): Cc1nn(C)c2c1NCCS2
- 2S+1: 1
- Kohn-Sham gap: 7.497 eV
- E_HOMO: -0.2486 Eh

=====

5.
A gas-phase ion, C7H11N4 (charge +1) at a distorted geometry. Source: the OMol25 dataset; level of theory: ωB97M-V/def2-TZVPD.

Geometry as XYZ:
```
22
Properties=species:S:1:pos:R:3:forces:R:3:lowdin_charge:R:1
C 2.991 -0.737 0.003 1.17 -0.11 2.57 -0.0017
C 1.863 0.158 0.040 -1.11 0.29 -0.99 -0.3094
N 1.989 1.341 0.457 1.12 0.39 0.32 0.1428
C 0.946 2.247 0.504 0.22 -1.67 0.60 -0.1561
N -0.213 2.003 0.076 -2.59 0.38 0.03 0.1493
N -0.556 0.652 -0.653 2.22 1.69 -0.52 0.0218
C 0.604 -0.500 -0.524 -1.74 2.61 -0.85 -0.1040
C -0.042 -1.408 0.432 -1.73 -0.66 0.90 -0.0230
C -1.337 -1.056 0.646 1.86 0.64 -1.44 -0.0010
N -1.749 0.024 -0.184 0.39 -0.09 0.56 -0.1133
C -2.980 0.823 0.049 1.06 -1.16 -1.26 0.0054
H 2.732 -1.619 -0.500 0.11 -1.44 -0.68 0.0736
H 3.313 -0.946 1.074 -0.42 -0.02 -1.22 0.1472
H 3.825 -0.227 -0.420 0.71 0.24 -0.57 0.1013
H 1.164 3.148 1.119 -0.56 -0.36 -0.95 0.1509
H -0.602 1.138 -1.629 -0.46 -1.85 1.75 0.2345
H 0.677 -0.843 -1.577 0.41 -0.08 0.64 0.1768
H 0.494 -2.273 0.818 -0.35 0.34 0.14 0.1314
H -2.097 -1.452 1.275 -0.23 -0.51 0.36 0.1309
H -2.853 1.632 -0.594 -0.01 1.79 -0.78 0.0666
H -3.821 0.303 -0.358 -0.40 -0.74 -0.11 0.0938
H -3.203 1.141 1.023 0.30 0.33 1.49 0.0824
```
Forces are in eV/Å.

Calculated values
- Charge: +1
- Structure (SMILES): CC1=NC=N[N@H+]2[C@@H]1C=CN2C
- 2S+1: 1
- Kohn-Sham gap: 8.778 eV
- E_HOMO: -0.4765 Eh

=====

6.
A gas-phase ion, C7H11N4 (charge +1) at a distorted geometry. Source: the OMol25 dataset; level of theory: ωB97M-V/def2-TZVPD.

Geometry as XYZ:
```
22
Properties=species:S:1:pos:R:3:forces:R:3:lowdin_charge:R:1
C 0.035 -2.253 -1.244 0.59 -2.89 -0.83 0.0238
C 0.189 -1.208 -0.242 -1.77 0.12 -1.79 -0.3778
N 0.974 -1.285 0.734 2.14 -1.26 1.62 0.1472
N 0.873 -0.074 1.476 1.04 0.44 1.72 -0.0837
C 2.141 0.771 1.388 0.86 0.25 -2.42 0.0584
C -0.182 0.684 0.899 -1.97 -1.86 -2.02 -0.1877
C -0.855 1.719 1.310 0.02 2.57 1.99 -0.0675
N -1.970 2.162 0.607 -0.25 0.05 -1.52 0.0830
C -2.238 1.652 -0.537 -0.45 -0.59 2.44 -0.0904
C -1.591 0.446 -1.164 -0.13 0.34 -3.02 -0.0988
N -0.577 -0.092 -0.297 1.03 2.08 2.61 0.0564
H -0.730 -2.011 -1.971 -0.26 -0.08 0.08 0.0766
H -0.133 -3.300 -0.801 -0.19 1.76 -0.29 0.1379
H 0.947 -2.477 -1.839 -0.25 0.71 0.48 0.1133
H 0.738 -0.325 2.482 -0.26 0.19 -0.94 0.2201
H 2.728 0.867 2.337 -0.48 -0.72 -0.99 0.1166
H 2.673 0.314 0.408 -0.73 1.24 2.73 0.1641
H 1.704 1.764 1.129 1.02 -0.59 0.24 0.0945
H -0.656 2.434 2.182 0.21 -1.69 -1.10 0.1639
H -3.179 1.997 -0.896 -0.45 0.16 -1.08 0.1187
H -2.369 -0.357 -1.387 0.85 1.17 0.11 0.1532
H -1.183 0.887 -2.206 -0.56 -1.41 1.98 0.1781
```
Forces are in eV/Å.

Calculated values
- Charge: +1
- Structure (SMILES): CC1=N[N@@H+](C)C2=CN=CCN21
- 2S+1: 1
- Kohn-Sham gap: 8.911 eV
- E_HOMO: -0.4678 Eh

=====

Question: What is the E_HOMO in the fifth record?
Answer: -0.4765 Eh

=====

Question: Which value of Kohn-Sham gap does entry 5 give?
Answer: 8.778 eV

=====

Question: Which value of 2S+1 does entry 5 give?
Answer: 1